8
Properties=species:S:1:pos:R:3:forces:R:3:nbo_charge:R:1 method="wB97M-V/def2-TZVPD" homo_lumo_gap_ha=0.28679 e_above_lowest_kcal_mol=96.9 e_homo_ev=-10.611 energy_ev=-11657.6306
N -0.382 1.127 0.805 -0.278 -1.300 -1.375 0.00
C 0.555 -0.612 -0.462 -0.462 1.448 2.464 0.83
O 1.354 -0.265 0.631 0.317 1.081 -0.993 -0.41
H -2.845 0.254 0.692 2.596 -0.942 -3.943 0.44
N -0.572 0.138 -0.108 -3.969 0.951 -0.828 -0.07
O 0.683 -1.303 -1.414 0.566 -0.347 0.422 -0.52
N 0.732 1.040 1.286 0.968 -2.315 -0.663 0.16
O -1.904 -0.022 -0.692 0.262 1.422 4.917 -0.43